1.
{
  "formula": "C22H49Li3N14O21",
  "method": "ωB97M-V with the def2-TZVPD basis set",
  "energy_ev": -88094.8246,
  "orbital_gap_ev": 5.28,
  "multiplicity": 1,
  "largest_force_ev_per_a": 9.08,
  "homo_energy_ev": -2.43,
  "total_charge": -2,
  "symbols": ["Li", "Li", "Li", "C", "C", "C", "O", "C", "C", "C", "O", "O", "O", "H", "H", "C", "C", "C", "O", "C", "C", "C", "O", "O", "O", "H", "H", "O", "H", "O", "H", "H", "O", "H", "H", "O", "H", "H", "O", "H", "H", "C", "O", "N", "N", "H", "H", "H", "H", "C", "O", "N", "N", "H", "H", "H", "H", "C", "O", "N", "N", "H", "H", "H", "H", "C", "O", "N", "N", "H", "H", "H", "H", "C", "O", "N", "N", "H", "H", "H", "H", "C", "O", "N", "N", "H", "H", "H", "H", "C", "O", "N", "N", "H", "H", "H", "H", "C", "C", "C", "O", "H", "H", "H", "H", "H", "H", "H", "H"],
  "xyz": [[1.644626, -0.693558, 1.302395], [1.495966, 0.327822, -1.682985], [-0.489664, -2.174938, -0.191505], [4.503106, -3.784458, 0.737615], [3.133036, -3.360798, 0.994325], [1.956056, -4.124548, 0.281765], [0.752366, -3.709838, 0.238905], [2.208666, -5.487748, -0.228745], [3.524246, -5.876608, -0.390845], [4.676656, -5.014588, 0.103405], [5.948926, -5.275218, -0.167235], [3.696806, -7.060968, -0.866615], [2.903016, -2.276948, 1.501565], [5.257376, -3.078178, 1.051715], [1.436136, -6.147868, -0.594585], [2.058106, 2.762102, -2.560445], [3.189756, 3.204422, -3.134785], [4.411796, 3.724892, -2.345755], [5.474356, 4.183312, -2.893765], [4.354756, 3.810762, -0.997385], [3.241976, 3.341192, -0.217105], [2.044076, 2.769152, -1.058815], [1.141506, 2.215622, -0.555985], [3.220676, 3.242122, 1.004135], [3.126066, 3.246752, -4.414075], [1.272136, 2.337312, -3.167235], [5.179436, 4.275752, -0.477685], [0.491256, -0.538058, -0.267495], [-0.087924, 0.226782, -0.082825], [2.500636, 0.887472, 2.016035], [2.422576, 1.123742, 2.940325], [2.815376, 1.684892, 1.590245], [0.860356, -0.709078, -3.159095], [0.302886, -0.346588, -3.847615], [0.475636, -1.563528, -2.963805], [4.410666, -1.064978, 3.529905], [4.065736, -0.916898, 2.649385], [4.651476, -0.193108, 3.843085], [-2.204294, -3.200238, -0.212295], [-2.439654, -4.051388, -0.581585], [-3.036834, -2.734648, -0.132725], [-5.342144, -0.805938, 0.227315], [-4.670304, -1.760778, -0.225205], [-6.377954, -0.996268, 0.998495], [-5.154834, 0.479762, 0.095355], [-6.623914, -1.966808, 1.131365], [-6.843284, -0.182198, 1.373815], [-5.715774, 1.222702, 0.487105], [-4.370054, 0.798112, -0.454985], [0.256996, -2.093988, 3.477255], [0.588046, -1.076898, 2.847335], [-0.973434, -2.536218, 3.604155], [1.112546, -2.662728, 4.252225], [-1.740624, -2.136978, 3.082505], [-1.209574, -3.387998, 4.092835], [2.018596, -2.585978, 3.812585], [0.866916, -3.543438, 4.681315], [-0.228984, 3.065342, 3.438945], [-0.852144, 3.921092, 3.969395], [0.004826, 1.899342, 4.095145], [0.249976, 3.033652, 2.215815], [-0.195824, 1.954722, 5.083465], [0.617186, 1.203032, 3.694815], [0.827736, 2.244352, 1.964245], [0.257596, 3.890092, 1.680515], [0.048986, -4.171778, -3.764865], [-0.958424, -4.859388, -3.697235], [0.443776, -3.618418, -4.875885], [0.877336, -3.961868, -2.819875], [1.432796, -3.497568, -5.041185], [-0.279424, -3.717258, -5.573965], [1.697016, -3.460088, -3.130425], [0.716636, -4.269698, -1.871445], [4.718856, -0.218378, -1.765625], [3.500026, -0.004538, -1.867405], [5.585646, 0.115262, -2.667835], [5.166606, -0.946088, -0.716605], [6.544326, -0.076108, -2.414055], [5.233576, 0.737702, -3.381085], [6.076606, -1.329358, -0.928995], [4.484536, -1.606318, -0.371685], [-3.973474, 0.559272, -4.438645], [-4.281304, -0.156378, -5.343675], [-4.809084, 1.264062, -3.849015], [-2.783854, 0.767622, -3.997245], [-4.679914, 1.682422, -2.938855], [-5.733644, 1.105632, -4.223435], [-1.993784, 0.325122, -4.444555], [-2.652564, 1.325962, -3.165915], [-2.187044, 2.199622, -1.105525], [-3.337234, 2.336822, -1.338425], [-1.803774, 1.948032, 0.125305], [-1.155864, 2.340662, -1.883015], [-0.824754, 2.030652, 0.359375], [-2.580094, 1.800922, 0.754425], [-0.240194, 2.252492, -1.466035], [-1.291984, 2.796812, -2.773805], [-3.914744, 3.257492, 4.357575], [-4.885164, 3.624032, 3.177455], [-4.251164, 3.978402, 1.834815], [-5.926134, 2.689212, 3.142375], [-4.341364, 2.959062, 5.315195], [-3.300494, 4.116292, 4.628245], [-3.303614, 2.446462, 3.961525], [-5.452884, 4.499732, 3.492005], [-3.435444, 3.264022, 1.723695], [-3.859124, 4.985232, 1.690915], [-5.030734, 3.914022, 1.075715], [-6.350844, 2.614872, 4.000105]],
  "forces_ev_per_a": [[0.03, -0.51, -0.29], [0.66, -0.12, 0.43], [0.77, -0.37, 0.26], [-4.53, 0.19, 0.87], [2.24, -1.74, -2.90], [-0.72, -3.94, -0.42], [0.53, 1.29, 0.24], [-0.21, 4.50, 1.38], [0.43, -4.51, -0.74], [6.26, 0.32, -1.33], [-4.16, -0.51, 0.34], [0.90, 2.56, 0.81], [-1.43, 2.70, 1.47], [0.37, -0.50, 0.05], [-0.19, 0.23, 0.01], [-0.19, 0.11, 5.97], [0.73, 1.01, -5.04], [2.37, 1.52, -2.62], [-2.04, -1.27, -0.39], [-2.39, -0.55, 3.82], [1.59, 0.13, -3.39], [4.65, 2.27, -6.72], [-5.52, -3.22, 4.98], [-0.63, -0.16, 1.87], [1.76, 0.16, 1.29], [-0.18, 0.03, 0.13], [0.14, -0.14, 0.08], [-0.72, 0.23, 0.20], [0.43, -0.69, -0.09], [-0.55, -1.17, 0.64], [0.27, -0.15, 0.27], [0.54, 1.50, -0.90], [0.02, 0.23, -0.42], [0.02, 0.13, -0.27], [-0.11, -0.42, 0.27], [0.20, -0.05, 0.69], [-0.30, -0.27, -0.59], [0.12, 0.20, 0.06], [0.49, 0.12, 0.22], [0.30, -0.25, -0.21], [-0.77, 0.58, -0.11], [1.37, -1.87, -0.47], [-0.35, 1.31, 0.16], [-2.59, -1.76, 1.72], [2.40, 2.91, -1.80], [-0.44, 0.48, 0.39], [-0.29, -0.82, 0.21], [0.04, -0.46, 0.07], [0.00, 0.27, -0.13], [-0.67, 3.19, -1.10], [-0.93, -0.17, -0.40], [-3.51, -0.73, -0.36], [3.19, -2.25, 1.80], [0.44, 0.11, -0.04], [0.35, 0.20, -0.21], [0.75, -0.15, 0.48], [0.35, 0.05, -0.18], [0.83, -2.44, 0.24], [-1.84, 3.34, 1.27], [0.15, -0.94, 0.99], [0.37, 0.58, -2.00], [0.24, -0.42, -0.28], [-0.37, -0.24, 0.45], [0.24, 0.50, -0.62], [0.26, -0.39, -0.05], [-2.55, -2.67, 0.07], [-1.30, -0.07, 0.29], [0.01, 1.70, -3.95], [2.74, 1.15, 3.50], [-0.51, 0.15, -0.59], [0.85, 0.05, -0.61], [0.22, -0.11, 1.28], [0.44, -0.07, 0.14], [-3.82, -1.21, 1.62], [-0.02, 0.39, -0.17], [1.61, 0.72, -1.43], [1.02, -0.09, 0.15], [-0.02, 0.69, -0.86], [0.70, 0.20, -0.07], [-0.11, -0.53, 0.68], [0.11, -0.10, 0.25], [2.13, -2.19, -2.18], [-0.42, -2.41, -3.09], [-7.20, 4.28, 3.52], [5.43, 0.01, 1.21], [0.09, 0.12, -0.17], [-0.10, 0.27, 0.60], [-0.32, 0.05, 0.30], [0.20, -0.29, -0.37], [2.91, 0.34, 2.02], [-5.54, 0.26, -2.37], [0.11, -1.09, 2.56], [0.73, 0.59, -3.52], [-0.28, -0.02, 0.72], [0.82, -0.02, 0.39], [0.78, 0.19, -0.13], [0.32, -0.03, 0.15], [0.20, 0.55, -1.46], [-0.30, 2.44, 3.10], [-0.29, -1.26, 0.40], [-0.76, -2.07, -1.74], [-0.75, -0.22, -0.31], [0.36, -0.14, -0.43], [0.39, -0.01, 0.41], [0.45, 0.87, 0.17], [-0.05, 0.19, -0.76], [0.10, -0.03, 0.83], [0.16, -0.52, -0.22], [0.34, 0.20, 0.03]]
}

---

2.
{
  "formula": "C22H49N2OP3SSc",
  "method": "ωB97M-V with the def2-TZVPD basis set",
  "energy_ev": -88012.7646,
  "orbital_gap_ev": [4.06, 4.06],
  "multiplicity": 1,
  "largest_force_ev_per_a": 8.17,
  "homo_energy_ev": [-15.70, -15.70],
  "total_charge": 3,
  "relative_energy_kcal_mol": 56.2,
  "symbols": ["Sc", "P", "P", "P", "H", "C", "C", "H", "C", "C", "C", "C", "C", "C", "C", "C", "C", "H", "H", "H", "H", "H", "H", "H", "H", "H", "H", "H", "H", "H", "H", "H", "H", "H", "H", "H", "H", "H", "H", "H", "H", "H", "H", "H", "H", "H", "C", "C", "C", "C", "C", "C", "O", "H", "H", "H", "H", "H", "H", "C", "N", "C", "C", "S", "N", "C", "C", "H", "H", "H", "H", "H", "H", "H", "H", "H", "H", "H", "H"],
  "xyz": [[-0.593159, -2.121321, -1.552973], [0.497716, 0.088049, -2.606472], [0.485030, 0.556319, 2.119810], [-1.823618, 2.540287, -0.028596], [-1.195749, -4.456892, -2.734176], [-1.767862, -3.527106, -2.639720], [-1.459260, -2.418061, -3.483667], [-0.621576, -2.488349, -4.193909], [1.684849, -0.604300, -3.803324], [1.526530, 1.338869, -1.725767], [-0.527780, 1.197730, -3.638502], [-0.190843, -0.321463, 3.556003], [1.839527, -0.421452, 1.457358], [0.981771, 2.278250, 2.405921], [-3.204874, 2.580645, -1.246048], [-1.646200, 4.341907, 0.321428], [-2.790353, 2.051054, 1.466241], [-2.759487, -3.664367, -2.190745], [-2.212623, -1.669715, -3.762050], [1.199205, -1.367579, -4.418410], [2.544958, -1.071960, -3.312362], [2.044266, 0.193802, -4.459091], [2.221502, 0.858123, -1.023497], [0.876610, 2.040455, -1.175245], [2.128933, 1.909928, -2.450487], [-1.359291, 0.624296, -4.068661], [0.088275, 1.597854, -4.454638], [-0.927128, 2.034275, -3.047464], [0.253201, 0.025453, 4.505028], [0.002971, -1.403283, 3.445258], [-1.280148, -0.144444, 3.560629], [2.820858, -0.098558, 1.827895], [1.818376, -0.341408, 0.366851], [1.737329, -1.487397, 1.670423], [1.638056, 2.358305, 3.288145], [0.109598, 2.927026, 2.584150], [1.531448, 2.683992, 1.541339], [-3.403008, 3.614715, -1.560613], [-4.108365, 2.135691, -0.809787], [-2.922602, 1.978688, -2.118290], [-2.523440, 4.892121, -0.042914], [-0.752778, 4.698523, -0.208478], [-1.505944, 4.514421, 1.396415], [-3.802251, 2.466082, 1.383845], [-2.313300, 2.421633, 2.381719], [-2.868486, 0.960276, 1.533254], [-3.141515, -1.240923, -0.139472], [-4.053644, -1.562611, 0.910738], [-5.416793, -1.703357, 0.654100], [-5.944408, -1.458027, -0.622187], [-5.085228, -1.030848, -1.635791], [-3.708485, -0.917120, -1.407452], [-1.807851, -1.186918, 0.067494], [-0.560810, 0.500890, 1.153274], [-3.641426, -1.779512, 1.897584], [-6.078092, -2.064686, 1.444911], [-7.016057, -1.576248, -0.818553], [-5.474327, -0.813601, -2.634237], [-3.038785, -0.621898, -2.222933], [1.110994, -4.016556, 1.676823], [2.492596, -3.865551, 1.213651], [3.483730, -4.654119, 1.959253], [2.710888, -3.605531, -0.108872], [1.402510, -3.569895, -1.280458], [3.987143, -3.403227, -0.507213], [4.978167, -2.801013, 0.392320], [4.330996, -3.319692, -1.926069], [1.144335, -4.312401, 2.731408], [0.575481, -4.780360, 1.092412], [0.560373, -3.069374, 1.580708], [4.094211, -5.275126, 1.293441], [4.125897, -4.002279, 2.562459], [2.943746, -5.309902, 2.645953], [5.659216, -2.208361, -0.228178], [4.511393, -2.143326, 1.137480], [5.583987, -3.568240, 0.893532], [3.831675, -4.113261, -2.495625], [4.066250, -2.336828, -2.346279], [5.418792, -3.443419, -1.988322]],
  "forces_ev_per_a": [[1.15, 3.99, 7.04], [0.68, 1.10, -0.19], [-0.69, -0.16, 0.10], [-0.35, 0.28, 0.35], [0.52, 0.43, 0.44], [-1.83, 0.43, -5.19], [-2.38, -4.31, -1.69], [0.04, -0.08, 0.59], [0.12, -0.15, -0.21], [0.12, -0.05, 0.32], [-0.33, -0.25, -0.10], [-0.06, 0.22, 0.27], [0.51, -0.16, -0.39], [0.09, 0.18, 0.17], [0.07, -0.28, -0.41], [0.34, 0.03, -0.20], [0.00, -0.15, 0.03], [0.29, 0.58, 0.22], [0.27, -0.01, 0.77], [0.17, 0.13, -0.05], [-0.24, 0.12, 0.01], [-0.02, -0.11, 0.03], [-0.13, 0.23, -0.32], [0.15, -0.39, -0.19], [-0.29, -0.27, 0.09], [0.11, 0.34, -0.04], [-0.14, -0.10, 0.20], [0.12, -0.39, -0.11], [-0.20, -0.12, -0.40], [-0.13, 0.52, -0.01], [0.45, -0.08, 0.17], [-0.27, 0.07, -0.07], [0.15, 0.14, 0.19], [-0.15, 0.27, 0.28], [-0.21, -0.22, -0.27], [0.17, -0.40, -0.09], [-0.25, -0.31, 0.18], [-0.03, -0.40, 0.02], [0.18, 0.19, -0.17], [-0.31, 0.24, 0.04], [0.27, -0.04, 0.30], [-0.28, 0.17, 0.16], [-0.06, 0.06, -0.28], [0.23, -0.05, 0.27], [-0.14, -0.01, -0.11], [-0.09, 0.11, -0.02], [-1.14, 0.26, -0.17], [0.46, -0.29, -0.47], [0.25, -0.14, 0.02], [0.14, 0.22, -0.04], [0.23, -0.07, -0.17], [0.17, -0.59, 0.46], [1.59, -1.25, -1.89], [0.59, 0.15, 0.29], [-0.17, 0.05, -0.22], [0.23, 0.28, -0.18], [0.51, 0.04, 0.11], [0.07, -0.03, 0.38], [-0.25, 0.20, 0.31], [-0.32, 0.01, 0.10], [-0.47, -0.21, -1.69], [0.42, -0.09, 0.60], [1.22, 0.24, 1.17], [0.15, 0.01, 0.00], [-1.67, 0.30, 0.03], [0.64, -0.11, 0.23], [0.18, -0.17, -0.39], [-0.14, 0.16, -0.33], [0.19, 0.13, 0.29], [0.08, -0.31, 0.06], [-0.19, 0.23, 0.09], [-0.08, -0.25, -0.13], [0.13, 0.06, -0.20], [-0.23, -0.07, 0.19], [0.02, -0.30, -0.22], [-0.18, 0.32, -0.09], [0.24, 0.26, 0.17], [0.08, -0.28, 0.17], [-0.37, -0.07, -0.17]]
}